Molecular formula: C46H78ClN10O13
Method: DFT, ωB97M-V/def2-TZVPD

Positions of all 148 atoms, in Å:
C -1.762 6.731 -4.529
C -2.061 5.860 -3.749
C -2.538 4.605 -3.046
C -3.219 3.639 -4.042
C -2.552 2.513 -4.496
Cl -0.901 2.167 -3.973
C -3.223 1.626 -5.440
C -2.459 0.398 -5.979
C -1.519 0.937 -7.141
C -2.294 1.819 -8.173
C -1.440 2.085 -9.485
C -2.127 1.419 -10.716
C -1.698 2.059 -12.088
O -2.678 2.962 -12.628
C -2.550 4.253 -12.171
C -1.216 5.028 -12.156
O -3.541 4.825 -11.804
C -4.516 1.888 -5.854
C -5.230 0.913 -6.837
O -5.522 -0.225 -6.402
O -5.519 1.255 -8.008
C -5.243 3.071 -5.392
N -6.505 3.268 -5.878
C -7.005 4.393 -5.399
C -6.341 5.311 -4.502
C -7.057 6.600 -4.079
C -6.890 7.599 -5.273
O -7.794 7.900 -6.010
N -5.130 5.094 -4.021
C -4.564 3.944 -4.492
H -1.622 7.404 -5.365
H -3.277 4.858 -2.257
H -1.691 4.125 -2.522
H -3.152 -0.311 -6.472
H -1.880 -0.110 -5.188
H -0.819 1.641 -6.632
H -0.925 0.131 -7.614
H -3.264 1.379 -8.472
H -2.503 2.824 -7.752
H -1.363 3.183 -9.631
H -0.435 1.644 -9.333
H -3.233 1.435 -10.679
H -1.765 0.369 -10.762
H -1.645 1.208 -12.803
H -0.671 2.475 -12.049
H -0.566 4.552 -11.387
H -0.695 4.845 -13.121
H -1.335 6.094 -11.923
H -8.029 4.658 -5.721
H -8.144 6.447 -3.970
H -6.577 7.092 -3.213
H -5.881 8.045 -5.467
C 2.782 -0.043 0.473
C 1.677 0.873 0.012
O 1.412 1.918 0.597
N 0.972 0.507 -1.086
C 1.135 -0.680 -1.906
H 3.254 0.375 1.354
H 2.375 -1.020 0.733
H 3.537 -0.142 -0.311
H 0.249 1.164 -1.339
H 1.352 -0.362 -2.930
H 0.199 -1.235 -1.897
H 1.937 -1.318 -1.548
C 2.783 1.032 4.657
C 2.891 -0.449 4.390
O 2.922 -0.900 3.251
N 2.954 -1.282 5.453
C 2.932 -0.939 6.867
H 2.741 1.565 3.709
H 1.871 1.247 5.216
H 3.655 1.378 5.213
H 3.025 -2.258 5.197
H 3.845 -1.305 7.329
H 2.075 -1.437 7.326
H 2.853 0.133 7.024
C 4.750 0.780 10.447
C 4.860 -0.699 10.185
O 4.898 -1.162 9.053
N 4.916 -1.523 11.264
C 4.882 -1.158 12.668
H 4.714 1.311 9.498
H 3.837 0.997 11.002
H 5.619 1.128 11.007
H 4.989 -2.498 11.021
H 5.797 -1.516 13.145
H 4.026 -1.647 13.137
H 4.801 -0.084 12.808
C -3.359 -2.460 -0.223
C -2.257 -3.036 -1.070
O -1.079 -2.750 -0.901
N -2.615 -3.901 -2.055
C -3.948 -4.351 -2.402
H -2.931 -1.790 0.519
H -4.053 -1.894 -0.842
H -3.890 -3.259 0.297
H -1.834 -4.251 -2.588
H -3.988 -5.439 -2.306
H -4.151 -4.079 -3.440
H -4.703 -3.904 -1.760
C 3.755 -6.088 1.528
C 3.577 -4.834 2.347
O 3.172 -4.866 3.506
N 3.881 -3.651 1.764
C 4.369 -3.414 0.419
H 3.474 -6.952 2.125
H 3.114 -6.055 0.645
H 4.800 -6.196 1.231
H 3.736 -2.853 2.371
H 5.333 -2.906 0.490
H 3.659 -2.765 -0.095
H 4.488 -4.336 -0.143
C 5.313 4.240 14.133
C 4.553 3.695 12.949
O 3.908 2.659 13.012
N 4.605 4.397 11.787
C 5.311 5.636 11.518
H 5.177 3.575 14.982
H 6.378 4.297 13.904
H 4.934 5.227 14.402
H 4.075 3.975 11.040
H 4.588 6.390 11.202
H 6.021 5.466 10.707
H 5.844 5.996 12.392
C -8.674 -2.121 0.220
C -7.576 -2.703 -0.634
O -6.399 -2.423 -0.458
N -7.934 -3.561 -1.625
C -9.265 -4.009 -1.986
H -8.236 -1.458 0.962
H -9.365 -1.544 -0.396
H -9.210 -2.917 0.739
H -7.151 -3.910 -2.157
H -9.305 -5.096 -1.898
H -9.459 -3.730 -3.023
H -10.026 -3.570 -1.349
C 6.462 -6.984 3.728
C 7.302 -7.636 2.660
O 6.897 -7.796 1.519
N 8.553 -8.051 3.003
C 9.207 -7.950 4.293
H 5.498 -6.708 3.310
H 6.295 -7.680 4.552
H 6.953 -6.080 4.092
H 9.058 -8.477 2.241
H 10.122 -7.365 4.178
H 9.470 -8.954 4.633
H 8.571 -7.476 5.033

Properties
lowest unoccupied orbital energy	1.2615	eV
net charge	-1
Kohn-Sham gap	0.211	hartree
spin multiplicity	1
total energy	-3785.56265	hartree